(1)
The following is a DFT calculation (ωB97M-V with the def2-TZVPD basis set) of an isolated molecule of C7H4N2OS2 at a distorted geometry.

Summary:
Expectation value of S²   2.020
Spin multiplicity   3
Energy   -1249.98052 hartree
HOMO-LUMO gap (spin up / spin down)   0.1918 / 0.2279 Ha
F_max   7.15 eV Å⁻¹

```
16
Properties=species:S:1:pos:R:3:forces:R:3:nbo_charge:R:1
C 2.770 0.700 -0.137 -2.6 -0.2 -0.3 -0.34
C -1.107 1.640 -0.254 4.6 4.3 -0.2 -0.32
C 2.984 -0.633 -0.385 1.2 -3.5 -0.2 0.02
C 0.233 1.288 -0.297 -5.5 1.4 0.0 -0.02
C 1.440 1.127 -0.164 5.1 -0.5 0.4 0.03
C 0.776 -1.583 -0.432 0.7 -0.4 -0.4 0.89
C -2.214 0.901 -0.216 -5.5 -4.5 0.4 -0.35
N 1.967 -1.573 -0.556 1.9 1.1 0.2 -0.55
N -2.678 -1.228 1.621 1.3 1.7 -2.4 -1.04
O -0.336 -1.863 -0.432 -2.0 -0.3 0.1 -0.51
S -3.952 1.016 -0.279 1.7 0.5 -0.3 0.10
S -2.767 -0.876 0.084 0.0 0.8 2.5 0.98
H 3.674 1.199 0.074 0.4 1.4 0.1 0.25
H -1.367 2.806 -0.274 0.9 -2.5 0.2 0.26
H 3.986 -1.188 -0.422 -1.4 1.5 0.2 0.22
H -3.410 -1.733 2.069 -0.7 -0.7 -0.3 0.38
```
Forces are in eV/Å.

***

(2)
The following is a DFT calculation (ωB97M-V with the def2-TZVPD basis set) of a structure of composition C21H27CsN6O2S3 at a distorted geometry.

Summary:
Spin multiplicity   1
Relative energy (zero: lowest compared OMol25 entry of this formula, charge and spin)   33.8 kcal per mole
Energy   -2510.19379 hartree
HOMO-LUMO gap   0.2725 Ha
F_max   2.01 eV Å⁻¹

```
60
Properties=species:S:1:pos:R:3:forces:R:3:lowdin_charge:R:1
Cs 0.557 -0.849 -1.527 -1.5 0.0 -1.3 1.00
C 7.413 3.121 0.895 0.0 0.0 0.0 -0.05
C 6.489 1.975 0.583 0.0 0.1 0.0 -0.28
C 5.255 2.199 -0.023 0.0 0.0 0.0 -0.04
C 4.406 1.147 -0.322 0.1 0.0 0.0 -0.05
C 4.788 -0.153 -0.016 0.1 0.3 0.1 -0.28
C 6.011 -0.396 0.592 0.0 0.2 -0.1 -0.05
C 6.853 0.668 0.883 0.0 -0.1 0.0 -0.04
S 3.695 -1.495 -0.378 0.6 -0.1 -0.2 0.49
O 4.362 -2.671 0.129 -0.1 -0.1 -0.1 -0.31
O 3.430 -1.424 -1.813 0.2 -0.2 0.1 -0.46
N 2.326 -1.172 0.270 0.4 -0.1 1.8 -0.45
C 2.002 -1.136 1.609 0.1 0.0 -0.6 -0.41
C 2.908 -1.178 2.678 0.1 -0.1 0.2 -0.01
C 2.424 -1.106 3.966 0.0 0.0 0.0 -0.08
C 1.055 -0.992 4.183 0.0 0.0 0.0 -0.10
C 0.239 -0.954 3.069 0.0 0.0 0.0 -0.18
N 0.677 -1.014 1.814 -0.1 0.0 0.2 0.07
H 6.907 4.079 0.777 0.0 0.0 0.0 0.07
H 8.281 3.124 0.233 0.0 0.0 0.0 0.08
H 7.785 3.058 1.918 0.0 0.0 0.0 0.08
H 4.955 3.214 -0.257 0.0 0.0 0.0 0.11
H 3.448 1.339 -0.787 0.0 0.0 0.0 0.11
H 6.288 -1.414 0.825 0.0 0.0 0.0 0.11
H 7.809 0.478 1.357 0.0 0.0 0.0 0.11
H 3.968 -1.284 2.497 0.0 0.0 -0.1 0.10
H 3.115 -1.143 4.799 0.0 0.0 0.0 0.11
H 0.635 -0.940 5.178 0.0 0.0 0.0 0.09
H -0.837 -0.869 3.195 0.0 0.0 0.0 0.09
C -4.237 1.522 1.917 -0.1 0.0 0.0 0.00
C -3.899 1.877 0.510 0.1 0.0 0.0 -0.32
C -4.790 2.094 -0.493 0.0 0.0 0.0 -0.01
C -4.267 2.341 -1.782 -0.2 0.0 -0.2 -0.33
N -2.985 2.419 -2.056 0.2 0.0 0.2 0.11
C -2.087 2.235 -1.055 0.0 0.1 -0.2 -0.87
S -0.424 2.316 -1.220 -0.2 0.3 -0.1 0.49
N -2.589 1.964 0.196 0.1 -0.1 0.3 0.09
C -5.195 2.506 -2.948 0.0 0.0 0.0 -0.02
H -5.315 1.470 2.045 0.0 0.0 0.0 0.09
H -3.834 2.261 2.611 0.0 0.0 0.0 0.10
H -3.810 0.549 2.168 0.0 0.0 0.0 0.09
H -5.851 2.018 -0.315 0.0 0.0 0.0 0.12
H -1.882 1.790 0.901 -0.1 0.0 0.0 0.14
H -6.239 2.390 -2.667 0.0 0.0 0.0 0.08
H -4.940 1.760 -3.701 0.0 0.0 0.0 0.08
H -5.046 3.488 -3.397 0.0 0.0 0.0 0.09
C -3.636 -1.612 -4.089 0.0 0.0 0.0 -0.11
N -3.507 -2.715 -3.158 -0.1 -0.1 0.0 -0.07
C -3.591 -2.576 -1.816 0.1 0.1 0.1 -0.85
S -3.683 -1.074 -1.084 0.0 -0.1 0.0 0.70
N -3.578 -3.736 -1.123 0.1 0.0 -0.1 -0.07
C -3.491 -3.804 0.322 0.0 0.0 0.1 -0.11
H -3.404 -1.992 -5.082 0.0 0.0 0.0 0.09
H -2.937 -0.816 -3.838 0.0 0.0 0.0 0.07
H -4.645 -1.194 -4.087 0.0 0.0 0.0 0.08
H -3.647 -3.641 -3.531 0.0 0.0 0.0 0.13
H -3.302 -4.562 -1.630 0.0 0.0 0.0 0.13
H -4.256 -3.176 0.772 0.0 0.0 0.0 0.06
H -2.515 -3.477 0.689 0.0 0.0 0.0 0.08
H -3.661 -4.838 0.613 0.0 0.0 0.0 0.09
```
Forces are in eV/Å.

***

energy of number 2 (C21H27CsN6O2S3)?
-2510.19379 hartree